No. 1
C20H16Cl2O5PSYb | the ωB97M-V functional and the def2-TZVPD basis

Last column: Mulliken charge in e.
Atoms and positions in Å:
Yb: 10.337 5.502 9.916  0.7540
Cl: 12.084 4.065 11.516  -0.2448
Cl: 11.410 7.056 8.223  -0.5288
S: 7.474 5.710 9.440  1.5434
P: 8.090 8.617 8.486  0.7938
O: 10.497 6.993 11.528  -0.2994
O: 8.611 6.484 8.665  -0.0315
O: 10.861 6.535 13.731  -0.5848
O: 6.651 4.923 8.581  -0.6583
O: 8.089 5.045 10.590  -0.7924
C: 12.480 5.933 12.083  -0.5923
C: 10.425 11.971 8.622  -0.4400
C: 7.172 8.151 5.913  -0.7587
C: 4.676 8.058 11.393  -0.5265
C: 6.320 9.396 10.327  -0.2518
C: 6.606 10.338 6.816  -0.0029
C: 5.185 9.317 11.133  -0.7484
C: 6.449 6.979 10.137  0.1530
C: 11.218 6.610 12.531  0.7917
C: 5.791 10.614 5.676  -0.6803
C: 5.355 6.877 11.025  -0.7024
C: 9.707 9.821 10.310  -0.4616
C: 5.567 9.603 4.757  -0.4945
C: 6.821 8.260 9.723  0.2943
C: 10.908 11.883 9.966  -0.6977
C: 6.280 8.402 4.888  -0.3792
C: 10.666 10.765 10.718  -0.5439
C: 9.574 10.990 8.138  -0.6180
C: 7.212 9.094 6.985  0.0443
C: 9.181 9.911 9.018  0.5796
H: 4.948 5.906 11.290  0.4432
H: 12.949 6.454 11.164  0.3572
H: 5.457 11.636 5.524  0.3787
H: 9.260 10.911 7.092  0.4002
H: 4.707 10.208 11.561  0.3923
H: 13.233 5.759 12.869  0.3512
H: 6.894 10.336 10.198  0.3488
H: 11.600 12.643 10.305  0.3485
H: 7.701 7.236 5.987  0.4895
H: 9.498 8.949 10.912  0.3289
H: 11.141 10.548 11.686  0.3710
H: 6.194 7.611 4.153  0.3652
H: 6.709 11.082 7.601  0.3564
H: 4.916 9.756 3.884  0.3523
H: 3.763 7.919 11.966  0.3797
H: 10.664 12.797 7.982  0.4209

## Properties
Kohn-Sham gap (alpha / beta) = 4.573 / 4.017 eV
Multiplicity = 2
LUMO level (alpha / beta) = -1.4 / -1.9 eV
Energy above the lowest of the compared OMol25 structures with the same formula, charge and spin = 44.3 kcal/mol



No. 2
C20H16Cl3NO9V | the ωB97M-V functional and the def2-TZVPD basis

Last column: Mulliken charge in e.
Atoms and positions in Å:
V: 0.029 0.207 -0.142  0.9870
Cl: 3.950 -5.063 -3.006  -0.2324
Cl: 1.879 2.593 -3.396  -0.1903
Cl: -2.471 5.428 -4.833  -0.2155
O: 1.777 -0.155 0.205  -0.5888
O: 0.139 1.626 -1.251  -0.1150
O: 1.422 -2.099 1.371  -0.3068
O: -2.114 1.406 0.001  -0.4873
O: 2.288 -0.619 2.827  -0.5951
O: -1.054 -0.701 0.991  0.0531
O: 0.400 1.397 1.686  -0.4422
O: -3.269 -1.019 1.109  -0.6526
O: -0.041 -1.065 -1.442  -0.5878
N: -0.664 -0.860 3.646  0.2971
C: 1.473 -1.469 2.552  0.7828
C: 0.749 -2.674 -2.958  -0.5264
C: 2.005 -2.239 -0.950  0.4000
C: -2.191 -0.938 1.627  0.6723
C: -2.541 2.263 -0.750  -0.2617
C: -0.462 2.461 -2.064  -0.2517
C: 2.207 -1.460 0.313  0.5422
C: -0.386 3.936 -3.978  -0.6014
C: 0.900 -1.970 -1.765  0.2465
C: -1.974 -1.128 3.132  -1.0379
C: 1.678 -3.624 -3.339  -0.5427
C: -1.714 4.292 -3.764  0.2617
C: -0.322 0.513 3.935  -0.9832
C: -0.471 1.550 2.817  -0.5733
C: 2.940 -3.187 -1.341  -1.1292
C: -1.798 2.831 -1.870  0.9668
C: -2.420 3.750 -2.715  -1.0649
C: 0.233 3.033 -3.138  0.3596
C: 2.772 -3.877 -2.526  0.1677
C: 0.369 -1.869 3.516  -0.9565
H: 1.280 1.093 1.963  0.3928
H: -0.090 -2.796 3.180  0.4011
H: -2.704 -0.484 3.634  0.3558
H: -0.113 -2.460 -3.575  0.4682
H: 3.251 -1.460 0.628  0.5415
H: -0.980 0.882 4.736  0.4384
H: -1.483 1.546 2.412  0.2943
H: -0.294 2.536 3.255  0.4290
H: -2.275 -2.153 3.362  0.3567
H: -3.452 4.030 -2.545  0.4260
H: 3.803 -3.386 -0.718  0.4728
H: 0.855 -2.047 4.481  0.3850
H: 1.560 -4.168 -4.266  0.4272
H: 0.695 0.540 4.328  0.4172
H: -3.542 2.691 -0.574  0.3330
H: 0.167 4.364 -4.802  0.4671

## Properties
Kohn-Sham gap (alpha / beta) = 7.082 / 7.550 eV
Multiplicity = 2
LUMO level (alpha / beta) = -1.3 / -0.9 eV
Energy above the lowest of the compared OMol25 structures with the same formula, charge and spin = 5.3 kcal/mol



No. 3
C20H16Cl52N2O2P | the ωB97M-V functional and the def2-TZVPD basis

Last column: Mulliken charge in e.
Atoms and positions in Å:
Cl: 1.010 -6.541 3.674  -0.0499
Cl: -8.544 0.974 4.705  -0.0884
Cl: 1.373 -11.327 5.388  -0.0857
Cl: 2.501 -10.766 8.011  -0.0914
Cl: -5.537 -2.149 -3.192  -0.0462
Cl: 10.133 -3.995 1.975  -0.0873
Cl: -11.071 -0.337 4.103  -0.0907
Cl: 8.195 7.451 0.829  -0.0867
Cl: 3.041 -1.644 3.075  -0.0591
Cl: 1.726 11.102 2.073  -0.0919
Cl: -4.703 -0.054 -0.778  -0.0331
Cl: -6.453 -7.411 -1.360  -0.1227
Cl: 4.253 9.987 -2.273  0.0393
Cl: 3.034 12.736 0.052  -0.0852
Cl: -3.310 -3.779 -4.115  -0.0720
Cl: -7.528 -0.400 -0.171  -0.0926
Cl: -1.156 -8.870 0.869  -0.0019
Cl: -3.324 -0.914 -4.620  -0.1006
Cl: 5.625 7.360 -0.533  0.0353
Cl: -0.385 -10.926 7.672  -0.0893
Cl: 5.933 -1.333 2.978  -0.0041
Cl: -5.794 0.982 1.713  -0.0868
Cl: -1.242 -4.701 3.587  -0.1122
Cl: -0.035 -5.641 1.112  -0.0889
Cl: 4.039 10.873 -5.037  -0.0726
Cl: -5.181 -2.649 -6.036  -0.0901
Cl: 3.798 8.046 -4.392  -0.1294
Cl: -4.098 -6.434 -2.761  -0.0191
Cl: 7.321 -4.026 2.720  -0.0613
Cl: -6.491 2.241 -0.816  -0.1052
Cl: 7.980 8.336 -1.935  -0.0840
Cl: 1.712 -8.434 0.643  -0.0725
Cl: -8.957 -10.564 -5.834  -0.0970
Cl: 0.676 -10.317 2.605  -0.0061
Cl: -9.762 1.297 2.082  -0.0760
Cl: 0.550 -10.954 -0.232  -0.1022
Cl: 1.413 -3.787 2.824  -0.0093
Cl: 1.684 9.896 -3.635  -0.1070
Cl: 1.089 -8.678 6.558  -0.0867
Cl: -7.275 -12.423 -4.357  -0.0950
Cl: 4.181 10.174 0.817  -0.0111
Cl: -3.883 -7.320 0.002  -0.0726
Cl: -4.339 -9.261 -2.117  -0.0700
Cl: -6.061 -10.407 -6.068  -0.0999
Cl: 4.207 0.807 2.026  -0.0828
Cl: 4.422 -1.669 0.514  -0.1127
Cl: 4.253 12.412 2.674  -0.0871
Cl: -7.366 -9.618 -3.590  -0.0095
Cl: 9.190 -2.330 4.167  -0.1087
Cl: 7.739 5.509 -1.290  -0.1052
Cl: 9.305 -5.221 4.480  -0.0856
Cl: -8.616 -1.265 2.848  -0.0670
P: 0.283 2.243 -0.041  0.1416
O: 1.748 7.557 -1.341  -0.0357
O: 2.699 7.623 0.567  -0.1314
N: 1.363 5.422 -2.757  0.0294
N: 1.655 7.884 -0.036  0.0391
C: 1.242 3.738 -0.745  0.0265
C: 1.144 -10.424 6.907  0.3532
C: 3.299 11.606 1.404  0.2509
C: 1.696 6.088 -1.406  -0.1671
C: -1.463 2.080 -0.885  -0.2756
C: -2.530 2.969 0.045  -0.6798
C: 0.287 -5.167 2.799  0.2419
C: -6.129 0.692 -0.013  0.3353
C: 0.695 5.251 -0.410  -0.7811
C: -4.338 -2.373 -4.491  0.2865
C: 1.342 3.920 -2.404  -0.6507
C: 3.443 9.700 -3.834  0.2680
C: 7.385 7.164 -0.732  0.2339
C: 4.401 -0.960 2.148  0.2516
C: 8.987 -3.893 3.335  0.3428
C: 0.445 -9.644 0.971  0.1883
C: -4.693 -7.607 -1.559  0.2939
C: 1.284 0.619 -0.437  -0.7347
C: -9.498 0.167 3.435  0.3151
C: -7.415 -10.753 -4.962  0.2994
H: 2.756 5.633 -1.119  0.2604
H: 2.143 5.676 -3.405  0.3536
H: 2.355 3.543 -2.908  0.2670
H: 0.365 5.538 -3.107  0.4280
H: -2.995 2.246 0.872  0.2004
H: -1.899 3.812 0.605  0.2362
H: 0.542 5.591 0.699  0.3327
H: 2.382 0.838 -0.789  0.2541
H: -1.853 0.957 -0.838  0.2473
H: -1.479 2.531 -1.969  0.1527
H: 1.354 0.060 0.615  0.1902
H: 2.349 3.508 -0.363  0.2329
H: 0.390 3.325 -2.760  0.2924
H: -3.359 3.486 -0.616  0.2097
H: 0.735 -0.048 -1.229  0.3359
H: -0.383 5.362 -0.881  0.2834

## Properties
Total charge = +1
Kohn-Sham gap = 7.220 eV
LUMO level = -4.1 eV



No. 4
C20H16ClFN3O8SZr | the ωB97M-V functional and the def2-TZVPD basis

Last column: Mulliken charge in e.
Atoms and positions in Å:
Zr: -0.035 -0.492 -0.125  1.3188
Cl: 6.481 -0.610 5.446  -0.2345
S: -1.981 1.763 -2.430  -0.3513
F: -0.647 -1.610 1.355  -0.6165
O: -1.424 0.986 0.400  -0.7588
O: 2.037 -0.968 0.441  -0.8218
O: 1.055 1.086 -0.974  -0.5714
O: 0.309 -2.342 -1.224  -0.5954
O: -2.639 -5.057 -3.026  -0.5807
O: 1.017 0.505 1.705  -0.7492
O: -0.456 -4.118 -2.359  -0.8836
O: -4.785 -4.473 -2.817  -0.6727
N: -4.102 -2.141 -1.453  -0.0395
N: -2.153 -1.324 -0.914  0.1981
N: -1.136 2.263 0.078  0.3989
C: 0.850 0.397 -2.013  0.8132
C: -0.337 4.345 0.884  -0.9383
C: 5.178 -0.503 4.292  0.4562
C: -0.602 -3.048 -1.741  0.6457
C: 3.117 -0.333 2.469  -0.2690
C: 4.173 -1.207 2.245  -0.1957
C: -3.456 -1.123 -0.844  0.2849
C: -3.603 -4.258 -2.631  0.5056
C: 1.570 0.840 -3.245  -1.2637
C: -3.177 -3.038 -1.923  -0.0173
C: -4.172 0.006 -0.197  -1.0283
C: -1.378 2.740 -1.196  0.4889
C: -1.065 4.112 -1.382  -0.9205
C: -0.557 4.895 -0.385  -0.0432
C: 1.991 -0.253 1.485  1.4869
C: 4.132 0.373 4.533  -0.7119
C: 5.212 -1.297 3.158  -0.7058
C: -0.641 3.030 1.071  -0.1412
C: -1.974 -2.512 -1.566  0.0301
C: 3.099 0.452 3.613  -0.2232
H: -1.728 -4.682 -2.757  0.4533
H: 2.266 1.123 3.774  0.4286
H: -3.735 0.205 0.779  0.1774
H: 6.036 -1.978 2.998  0.4078
H: -5.094 -2.265 -1.576  0.2327
H: 4.161 -1.813 1.350  0.4649
H: 1.570 1.929 -3.329  0.2880
H: -1.248 4.505 -2.371  0.4061
H: 0.071 4.923 1.699  0.4039
H: 1.173 0.383 -4.150  0.3010
H: -4.050 0.906 -0.801  0.1265
H: 4.129 0.977 5.430  0.3993
H: 2.599 0.498 -3.103  0.3371
H: -5.231 -0.231 -0.094  0.4269
H: -0.494 2.496 1.997  0.4775
H: -0.328 5.936 -0.575  0.3752

## Properties
Total charge = -1
Kohn-Sham gap = 7.450 eV
LUMO level = 2.4 eV
Energy above the lowest of the compared OMol25 structures with the same formula, charge and spin = 0.0 kcal/mol



No. 5
C20H16F8N2OPdS4 | the ωB97M-V functional and the def2-TZVPD basis

Last column: Mulliken charge in e.
Atoms and positions in Å:
Pd: 0.320 -1.320 -0.978  -0.3211
S: -0.091 -2.480 1.140  -0.5712
S: 2.014 -3.051 -1.376  -0.5168
S: 3.527 -4.785 0.572  -0.2179
S: 1.724 -4.247 2.779  -0.2014
F: -1.596 -1.244 -3.819  -0.2897
F: 4.915 3.929 1.276  -0.2991
F: 1.387 0.445 -3.034  -0.3637
F: 2.979 4.402 2.116  -0.2571
F: 1.069 -1.623 -3.712  -0.3132
F: -1.358 0.836 -3.255  -0.2445
F: 4.413 3.299 3.285  -0.2760
F: -0.359 0.076 -5.005  -0.3347
O: 3.944 -5.657 3.031  -0.6655
N: -4.174 -0.904 -0.345  0.0960
N: 2.256 -0.195 0.546  0.2877
C: 3.166 0.467 -0.140  -0.4476
C: -0.832 0.285 -0.452  0.0530
C: -5.033 0.209 -0.005  -0.9746
C: 0.507 -0.650 -2.879  0.4053
C: -3.955 -0.959 -1.783  -0.9396
C: -0.713 -0.237 -3.727  0.5108
C: 3.225 -5.021 2.289  0.5664
C: -1.678 2.559 1.049  -0.7064
C: -0.598 2.655 0.180  -0.8451
C: -2.902 -0.978 0.403  -1.9848
C: -2.369 1.358 1.111  -0.3228
C: 1.348 -3.450 1.248  0.1161
C: 2.184 -3.691 0.230  0.1321
C: -0.192 1.537 -0.540  0.1150
C: 3.362 2.159 1.515  0.6438
C: 1.901 0.295 1.721  -0.0747
C: 3.745 1.657 0.294  -0.7691
C: 3.918 3.443 2.041  0.7492
C: 2.423 1.469 2.250  -1.1447
C: -2.001 0.244 0.344  1.4413
H: 2.087 1.842 3.210  0.3721
H: 0.672 1.643 -1.184  0.4302
H: 4.474 2.175 -0.316  0.4339
H: -1.981 3.403 1.661  0.3284
H: -4.624 1.189 -0.295  0.3330
H: 3.436 0.023 -1.093  0.3993
H: -2.364 -1.824 -0.004  0.6207
H: -5.222 0.221 1.072  0.2777
H: -4.920 -1.076 -2.289  0.3736
H: -3.208 1.270 1.798  0.3203
H: -0.040 3.586 0.097  0.4071
H: -5.993 0.081 -0.518  0.3622
H: -3.466 -0.056 -2.179  0.2504
H: 1.147 -0.282 2.251  0.3936
H: -3.149 -1.208 1.444  0.3918
H: -3.326 -1.816 -2.025  0.2700

## Properties
Total charge = -2
Kohn-Sham gap = 5.285 eV
LUMO level = 4.5 eV
Energy above the lowest of the compared OMol25 structures with the same formula, charge and spin = 0.0 kcal/mol



No. 6
C20H16N10Sn | the ωB97M-V functional and the def2-TZVPD basis

Last column: Mulliken charge in e.
Atoms and positions in Å:
Sn: -0.363 -1.484 0.803  0.9850
N: 4.611 1.334 -2.763  0.0526
N: 2.435 0.798 -2.146  -0.4552
N: -1.442 -1.439 2.753  -0.1946
N: 0.240 1.567 -0.894  0.0693
N: -2.549 -5.952 1.428  -0.4022
N: -2.175 -0.172 -0.140  -0.1126
N: -2.430 -1.359 4.660  0.1462
N: -2.662 -2.609 4.214  -0.5175
N: 1.254 2.216 -0.669  0.0161
N: -1.474 -3.468 0.918  -0.0844
C: -4.554 0.821 -1.282  -0.4751
C: 3.564 3.882 -0.337  -0.3709
C: 2.451 1.864 -1.361  0.5438
C: -1.424 -4.434 -0.009  -0.1880
C: 3.523 0.553 -2.839  -0.2656
C: -0.999 1.785 -1.160  -0.5440
C: 3.531 2.740 -1.176  1.0424
C: 5.869 4.267 -1.037  -0.4397
C: -2.057 -2.635 3.065  0.2239
C: -4.552 -0.337 -0.543  -0.8787
C: -1.714 -0.655 3.801  -0.1610
C: 5.874 3.184 -1.872  -0.9284
C: -3.347 -0.791 0.001  0.1901
C: -2.176 0.977 -0.885  0.9607
C: 4.717 4.615 -0.268  -0.7067
C: 4.706 2.420 -1.952  0.3899
C: -1.973 -5.684 0.263  -0.3525
C: -2.043 -3.744 2.111  0.4959
C: -2.587 -4.996 2.354  -0.2409
C: -3.338 1.480 -1.454  -0.5232
H: 3.577 -0.300 -3.503  0.3994
H: -5.456 -0.906 -0.373  0.4459
H: -0.954 -4.215 -0.960  0.4187
H: -1.168 2.655 -1.795  0.4302
H: 4.772 5.480 0.383  0.4595
H: 5.416 1.082 -3.336  0.2884
H: 6.745 2.926 -2.464  0.4396
H: -2.792 -1.071 5.563  0.2347
H: -1.941 -6.472 -0.479  0.4115
H: 2.695 4.156 0.245  0.4935
H: 6.757 4.881 -0.949  0.4619
H: -3.300 2.390 -2.041  0.3492
H: -5.460 1.209 -1.728  0.5068
H: -3.052 -5.224 3.305  0.4901
H: -3.359 -1.699 0.585  0.4494
H: -1.396 0.363 3.962  0.4461

## Properties
Total charge = +4
Kohn-Sham gap = 5.816 eV
LUMO level = -14.8 eV
Energy above the lowest of the compared OMol25 structures with the same formula, charge and spin = 92.6 kcal/mol



It is found that the energy values, taken in the order of the records, are -107935.904; -104175.057; -688510.639; -69215.225; -94591.394; -41690.102 eV.